No. 1
29
Properties=species:S:1:pos:R:3:forces:R:3 method="wB97M-V/def2-TZVPD" homo_lumo_gap_ev="6.66 / 7.19" relative_energy_kj_mol=504.87
H -3.878 0.440 -1.647 -0.82 1.01 2.24
H -1.792 2.151 -0.658 -0.61 0.02 -0.98
C 2.327 -0.081 2.125 -2.71 -1.28 -1.79
C 2.877 0.020 3.337 1.98 2.77 -0.09
C -3.297 0.119 -2.428 2.94 -4.08 -1.50
H 0.368 -2.725 2.949 -1.36 -1.06 -0.92
H -0.020 0.030 -4.570 0.84 -1.95 -1.09
H -0.120 -2.179 0.859 0.29 0.50 -0.63
H -1.595 0.951 -4.956 0.71 -0.93 0.12
H 3.595 0.895 3.347 -0.65 -1.30 1.06
H -2.223 2.893 -2.350 0.58 -0.32 0.95
C 1.327 -1.091 1.932 0.57 0.37 -0.82
H -3.821 0.336 -3.307 -0.63 0.74 -1.63
C 0.604 -1.359 0.721 -0.62 -0.35 1.09
C 2.474 -0.762 4.368 1.63 -0.30 4.18
C -0.726 0.729 -4.288 -3.37 -0.69 0.57
C 0.551 -0.461 -0.378 -0.49 -1.14 0.23
H 2.966 -0.547 5.397 -0.95 -0.53 -1.77
C 1.556 -1.811 4.241 2.20 2.94 0.28
C -1.505 2.288 -1.731 1.30 0.31 0.44
H 1.363 0.219 -0.332 0.67 1.14 -0.46
H -3.352 -1.041 -2.435 -0.03 1.59 0.25
C -0.387 -0.443 -1.311 -0.38 0.30 -0.98
C 1.021 -1.915 3.018 -0.27 -0.76 -0.46
H 2.481 0.706 1.413 0.30 -0.10 -0.52
H -0.535 2.864 -1.542 -1.04 -0.67 -0.96
H -0.218 1.601 -4.329 1.77 3.12 0.34
Si -1.393 0.526 -2.555 -1.19 1.74 2.09
H 1.349 -2.354 5.110 -0.63 -1.08 0.76



No. 2
57
Properties=species:S:1:pos:R:3:forces:R:3 method="wB97M-V/def2-TZVPD" homo_lumo_gap_ev="6.53 / 7.07" spin_multiplicity=2 s_squared=0.7844
C -4.368 2.673 0.400 -0.06 0.01 0.03
C -3.436 0.850 -1.027 0.16 -0.27 0.13
C 1.630 0.142 1.650 -0.08 0.11 -0.04
H 1.676 -4.511 1.706 -0.01 -0.03 -0.01
H 2.123 -1.563 -2.562 0.01 -0.01 0.01
H -0.167 -4.323 -3.289 -0.01 -0.02 -0.01
N 0.186 -2.324 -2.589 -0.09 0.05 -0.07
S -3.151 -0.269 0.253 0.01 0.05 -0.04
H 1.472 4.797 1.550 0.00 0.01 0.00
C 0.997 1.461 1.476 -0.04 -0.13 -0.02
H 0.102 -5.011 1.200 -0.03 0.01 -0.01
H 1.649 -2.432 -1.093 0.03 0.01 -0.02
H -3.893 2.146 1.224 -0.05 0.00 -0.01
C 5.528 -0.204 3.324 0.02 0.00 0.02
H -2.720 -3.320 -3.628 -0.01 -0.04 -0.01
N -3.250 0.653 -2.337 -0.09 0.11 -0.01
N -0.287 1.413 1.069 0.03 -0.05 -0.18
C -3.989 2.728 -2.079 0.04 0.02 -0.14
H 6.069 -1.159 1.482 0.01 -0.01 0.00
H 3.799 -0.986 0.519 -0.01 0.00 -0.01
C 3.242 0.505 3.502 0.03 -0.01 0.00
H -4.338 3.738 -2.184 0.00 0.02 -0.02
H 1.982 -3.340 -2.589 0.01 0.00 0.01
H -3.073 -0.345 -4.307 0.02 0.01 -0.06
C 4.007 -0.593 1.504 -0.02 0.01 -0.01
C 5.276 -0.693 2.050 0.02 -0.01 -0.02
C -0.341 3.790 0.990 -0.03 -0.06 -0.01
H -0.906 4.686 0.774 0.01 0.02 0.01
C -0.577 -3.349 -3.098 -0.13 -0.05 -0.02
H 2.694 2.670 1.969 0.02 0.00 0.00
C 1.571 -2.419 -2.179 0.00 0.03 -0.03
H -3.492 1.888 -4.059 -0.01 0.03 -0.02
H -4.119 3.733 0.435 -0.01 0.01 0.01
H -1.941 2.438 0.456 0.13 0.02 0.01
C 4.510 0.393 4.052 -0.02 0.01 0.00
C 0.975 3.845 1.418 0.01 0.03 0.00
H -5.448 2.549 0.485 0.01 0.02 0.01
C -0.597 -1.230 -2.436 0.06 0.15 0.19
H 2.445 0.969 4.070 -0.02 0.00 0.00
N -3.893 2.113 -0.848 -0.04 -0.02 -0.06
H 4.700 0.770 5.048 0.01 0.00 0.01
Co -0.833 -0.466 0.515 -0.15 0.29 0.33
C -1.826 -2.856 -3.255 0.10 -0.08 0.00
C 2.984 0.011 2.227 0.01 -0.03 0.04
H -4.052 -1.385 -2.908 -0.05 0.00 0.02
C -3.576 1.820 -2.991 -0.04 0.07 0.06
N 0.821 -4.311 1.213 0.08 0.14 0.06
C 0.453 -3.008 1.122 0.01 -0.03 -0.07
S -0.059 0.229 -1.706 0.05 0.02 -0.16
N 1.380 -2.118 1.397 -0.02 0.14 0.07
H 6.519 -0.290 3.751 0.01 0.00 0.00
B -3.103 -0.682 -3.149 0.00 0.01 0.07
C -0.930 2.548 0.818 0.07 0.01 0.06
S -1.156 -2.651 0.603 -0.02 -0.23 -0.06
N 0.902 -0.845 1.252 0.02 -0.23 0.03
N -1.831 -1.540 -2.849 0.09 -0.07 -0.08
C 1.660 2.667 1.660 -0.08 -0.04 0.00



No. 3
20
Properties=species:S:1:pos:R:3:forces:R:3 method="wB97M-V/def2-TZVPD" homo_lumo_gap_ev=10.79 relative_energy_kj_mol=371.18 smiles="C[NH2+]N1C=CCNC1" total_charge=+1
H 2.840 0.745 -0.166 0.39 -0.89 -0.87
C -2.572 0.148 -0.205 1.71 2.21 -0.22
H 0.592 -2.318 1.217 -0.53 -2.24 0.88
H 1.897 0.084 -1.610 1.01 -0.13 -3.00
N -0.444 -0.540 0.767 0.04 1.92 -0.31
H -2.767 0.050 0.810 -0.34 -0.77 1.83
H 2.659 -1.880 -0.119 -1.72 1.48 0.56
N 0.863 1.108 -0.295 -1.52 -2.09 0.78
C 1.772 -1.135 0.014 1.92 -1.35 -0.88
H -3.275 -0.330 -0.798 -1.29 -0.67 -1.17
H 0.894 0.764 1.759 0.30 0.10 1.17
H -0.661 0.456 -1.020 0.25 -1.59 0.02
C 0.204 0.901 0.968 -0.82 -1.30 -2.03
C 1.971 0.217 -0.602 -0.33 0.74 3.34
H -2.521 1.232 -0.345 -0.53 -0.16 -0.44
C 0.636 -1.522 0.570 0.18 2.88 -0.35
H -1.288 -1.337 -0.891 0.62 2.16 -0.07
H 0.967 1.996 -0.631 0.43 2.80 -0.65
N -1.202 -0.335 -0.509 -0.25 -2.32 1.00
H -0.565 1.695 1.086 0.49 -0.78 0.41



No. 4
9
Properties=species:S:1:pos:R:3:forces:R:3 method="wB97M-V/def2-TZVPD" homo_lumo_gap_ev=10.90 relative_energy_kj_mol=236.34 total_charge=+4
Rb 22.014 4.781 -4.655 -0.50 -0.93 -0.07
O 23.959 6.712 -4.660 0.20 -4.16 0.64
Rb 21.835 9.839 -2.273 -0.52 0.18 0.75
N 23.600 7.792 -4.982 0.79 2.45 -3.83
Rb 26.523 6.859 -3.965 1.12 -0.38 0.35
O 23.564 8.672 -4.155 -0.72 2.76 2.59
Rb 22.824 9.678 -8.582 -0.30 -0.20 -0.84
O 23.463 8.115 -6.199 -0.48 -0.32 0.38
Rb 24.517 11.117 -5.363 0.42 0.61 0.02



| no. | E (eV) |
| --- | --- |
| 1 | -20576.68817 |
| 2 | -104884.09150 |
| 3 | -9840.36478 |
| 4 | -10871.41651 |